# 1
Here is a 3-piece molecular cluster, C33H67F2IN9O7P2 overall in a non-equilibrium geometry from OMol25. Energies are from ωB97M-V/def2-TZVPD.

Geometry as ORCA input:
```
! RIJCOSX wB97M-V def2-TZVPD def2/J DEFGRID3
* xyz 1 1
I 7.57 4.84 -4.96
P -0.84 -3.68 2.85
P -7.29 -5.61 -0.95
F 1.13 1.74 -1.71
F 0.18 5.15 0.85
O 3.90 9.47 -0.39
O -0.99 3.93 -0.56
O 4.78 3.85 -4.85
O -0.05 1.21 0.06
O 0.60 -4.03 2.57
O 6.39 -1.31 -2.49
O -6.47 -5.35 0.28
N -0.90 -2.07 2.26
N 1.12 3.20 0.08
N 1.81 4.62 -1.61
N -2.54 -3.89 2.84
N -0.80 -3.78 4.58
N 2.19 3.74 -0.69
N -8.73 -5.80 -1.87
N -6.85 -4.21 -1.87
N -6.57 -7.05 -1.53
C 6.45 2.43 -2.09
C 2.81 5.10 -2.30
C 0.13 -4.77 5.11
C 3.43 3.33 -0.42
C 6.56 0.96 -1.66
C -1.53 -0.93 2.89
C 0.65 1.96 -0.50
C 3.66 2.36 0.71
C 3.30 4.35 2.35
C -9.46 -4.68 -2.47
C -0.82 -2.61 5.43
C 5.93 3.39 -0.97
C 3.76 8.13 1.60
C -6.48 -8.18 -0.62
C 4.52 3.81 -1.20
C 6.01 0.01 -2.73
C -0.01 4.12 0.06
C 4.17 4.74 -2.18
C 3.14 6.88 2.22
C -5.95 -4.27 -3.00
C -3.21 -3.86 1.53
C 4.12 3.10 1.99
C -6.55 -3.03 -1.07
C 5.55 -1.98 -1.57
C 5.55 4.58 -4.31
C 4.03 5.65 2.05
C -3.27 -4.66 3.85
C 5.14 5.42 -3.10
C -0.48 -1.84 0.89
C -9.58 -6.95 -1.54
C -6.22 -7.36 -2.90
C 3.31 8.31 0.16
C 3.51 9.65 -1.74
H -10.54 -4.80 -2.37
H -6.10 -8.44 -3.03
H 3.11 4.32 3.42
H 5.77 2.49 -2.94
H 0.06 -1.97 5.28
H -3.74 -3.98 4.57
H 4.39 9.66 -2.39
H 2.55 5.84 -3.04
H 7.41 2.80 -2.44
H -2.64 -5.35 4.40
H 2.85 1.66 0.86
H -9.24 -4.62 -3.54
H 6.57 4.27 -0.89
H -6.35 -4.92 -3.79
H 2.32 4.39 1.89
H -0.17 -5.05 6.12
H 4.79 6.39 -3.44
H -7.25 -2.94 -0.23
H 5.59 -3.04 -1.81
H -5.86 -3.28 -3.46
H -9.65 -7.11 -0.46
H 3.00 10.60 -1.88
H 3.48 9.03 2.14
H -3.34 -2.83 1.19
H -0.06 -0.85 0.76
H 4.92 0.10 -2.79
H -5.61 -8.80 -0.84
H 4.86 8.12 1.62
H -5.54 -3.04 -0.66
H 6.04 5.63 -2.52
H -0.89 -0.50 3.67
H 4.51 1.76 0.39
H -6.67 -2.13 -1.68
H 2.87 8.83 -2.08
H -1.71 -0.14 2.16
H -9.22 -3.72 -2.02
H 0.30 -2.55 0.59
H -2.50 -1.17 3.33
H -5.27 -6.90 -3.19
H -10.59 -6.84 -1.92
H 1.16 -4.40 5.14
H 4.42 5.67 1.02
H -4.20 -4.30 1.56
H -7.38 -8.81 -0.67
H 2.17 6.72 1.75
H 2.22 8.43 0.16
H -1.73 -2.02 5.27
H -4.95 -4.62 -2.73
H 6.40 0.32 -3.70
H 5.89 -1.86 -0.54
H 7.60 0.70 -1.49
H 3.60 7.41 -0.41
H -6.37 -7.84 0.41
H 2.99 7.03 3.29
H 0.12 -5.68 4.51
H -4.07 -5.26 3.40
H -6.99 -7.06 -3.62
H -9.18 -7.86 -2.00
H -1.32 -1.95 0.18
H 6.01 0.83 -0.73
H 4.51 -1.68 -1.68
H 4.89 5.76 2.71
H 6.06 2.86 -0.03
H -2.63 -4.40 0.77
H -0.85 -2.91 6.47
H 4.21 2.40 2.82
H 5.13 3.45 1.78
*
```

Frontier orbital gap (eV): 4.38
DFT total energy (eV): -95153.76750

# 2
Here is the molecule C6H4N2 in a non-equilibrium geometry from OMol25. Energies are from ωB97M-V/def2-TZVPD.

Geometry as ORCA input:
```
! RIJCOSX wB97M-V def2-TZVPD def2/J DEFGRID3
* xyz 0 1
N -0.96 -1.16 -0.14
N 3.76 0.37 0.00
C -1.63 0.96 -0.03
C 0.20 -0.45 -0.32
C 2.74 -0.17 0.05
C 1.50 -0.83 -0.13
C -0.28 1.04 -0.25
C -2.02 -0.52 0.07
H 0.44 1.95 -0.22
H -2.36 1.80 0.50
H 1.63 -1.95 0.25
H -3.02 -1.04 0.21
*
```

Frontier orbital gap (eV): 8.63
Energy above the lowest of the compared OMol25 structures with the same formula, charge and spin (kcal/mol): 58.4
DFT total energy (eV): -9263.48165

# 3
Here is the molecule C5H12O from OMol25. Energies are from ωB97M-V/def2-TZVPD.

Geometry as ORCA input:
```
! RIJCOSX wB97M-V def2-TZVPD def2/J DEFGRID3
* xyz 0 1
O 2.13 -0.47 0.70
C -1.21 -0.15 -0.57
C -2.47 0.61 -0.15
C 1.07 -1.16 0.10
C 2.39 0.81 0.14
C -0.30 -0.63 0.57
H 1.28 -2.21 0.34
H -2.24 1.57 0.35
H -3.09 0.84 -1.03
H -0.85 -1.32 1.23
H 1.12 -1.08 -1.00
H -0.13 0.21 1.23
H 2.62 1.53 0.94
H -1.51 -1.03 -1.16
H -0.61 0.50 -1.23
H 1.58 1.28 -0.48
H 3.28 0.70 -0.50
H -3.07 0.00 0.53
*
```

Frontier orbital gap (eV): 10.71
Energy above the lowest of the compared OMol25 structures with the same formula, charge and spin (kcal/mol): 23.5
DFT total energy (eV): -7426.29023

# 4
Here is the molecule C5H5ClF2 in a non-equilibrium geometry from OMol25. Energies are from ωB97M-V/def2-TZVPD.

Geometry as ORCA input:
```
! RIJCOSX wB97M-V def2-TZVPD def2/J DEFGRID3
* xyz 0 1
Cl -1.16 -1.24 1.68
F 0.87 0.87 -2.63
F 0.99 1.56 0.05
C 0.20 -0.41 1.05
C -0.82 0.32 -1.04
C -0.16 0.84 0.22
C -0.27 0.25 -2.22
C 1.46 -0.90 1.21
H 2.26 -0.29 0.77
H -0.89 1.43 0.85
H -1.71 -0.25 -0.94
H -0.71 -0.30 -3.01
H 1.64 -1.86 1.65
*
```

Frontier orbital gap (eV): 10.46
Energy above the lowest of the compared OMol25 structures with the same formula, charge and spin (kcal/mol): 30.0
DFT total energy (eV): -23221.74384

# 5
Here is the molecule C5H11NO in a non-equilibrium geometry from OMol25. Energies are from ωB97M-V/def2-TZVPD.

Geometry as ORCA input:
```
! RIJCOSX wB97M-V def2-TZVPD def2/J DEFGRID3
* xyz 0 1
O 2.45 -0.95 -1.82
N -2.16 -0.02 -0.19
C 0.14 0.16 0.89
C 1.87 -0.08 -0.84
C 0.67 -0.83 -0.17
C -1.36 0.45 0.84
C -1.90 1.29 1.71
H -1.52 1.99 2.46
H -1.82 -0.87 -0.68
H 0.29 -0.34 1.84
H 2.56 0.07 -0.01
H -3.04 0.39 -0.43
H 1.40 0.83 -1.14
H -0.05 -0.83 -1.02
H 0.65 1.15 0.98
H 1.08 -1.85 0.09
H -2.97 1.56 1.74
H 2.42 -0.38 -2.59
*
```

Frontier orbital gap (eV): 8.81
Energy above the lowest of the compared OMol25 structures with the same formula, charge and spin (kcal/mol): 61.1
DFT total energy (eV): -8899.04930

# 6
Here is C46H65AsGeNP2SV as an isolated structure from OMol25. Energies are from ωB97M-V/def2-TZVPD.

Geometry as ORCA input:
```
! RIJCOSX wB97M-V def2-TZVPD def2/J DEFGRID3
* xyz 3 4
As -3.12 -0.94 0.24
Ge -0.85 2.40 0.73
V -0.79 -0.26 1.08
S 4.89 -3.78 -2.65
P 0.55 -2.25 0.23
P 0.55 0.18 -1.02
N 1.35 -1.34 -0.96
C -0.01 3.26 2.28
C -2.24 -2.05 3.97
C -1.70 0.33 -5.00
C 3.78 -1.66 -1.25
C 3.55 2.42 -2.65
C -4.83 -0.13 0.65
C 2.39 -1.21 2.00
C 4.93 -2.07 -2.16
C -3.15 6.01 -1.55
C -3.40 -1.28 4.04
C -1.02 -0.01 3.45
C 1.64 -3.44 2.55
C 0.46 7.01 1.24
C -0.63 -4.20 -1.31
C -3.35 -1.12 -1.68
C -1.57 1.48 -4.23
C -2.77 2.67 0.47
C -0.46 -0.91 -3.37
C -2.24 -3.51 4.30
C 1.38 -6.07 -0.94
C 2.43 1.61 -2.49
C 4.18 2.95 -1.53
C -1.04 -1.39 3.67
C -3.13 4.14 0.15
C 1.46 -4.85 -0.30
C 2.35 -3.38 3.74
C 1.94 1.33 -1.22
C -2.20 0.73 3.50
C -3.39 0.09 3.81
C 6.54 -4.11 -3.18
C 0.32 5.51 1.03
C -1.14 -0.86 -4.57
C 0.30 -6.36 -1.77
C 1.66 -2.36 1.66
C 2.39 -1.79 -1.87
C -2.81 4.55 -1.28
C 3.08 -1.15 3.21
C -3.50 -2.77 0.78
C -0.31 0.24 -2.60
C 0.44 -3.90 -0.47
C -0.87 1.44 -3.04
C -0.15 4.80 2.30
C 3.06 -2.23 4.07
C 3.69 2.69 -0.26
C 2.57 1.88 -0.11
C -0.70 -5.42 -1.96
H -2.18 1.81 3.38
H 2.45 -0.38 1.31
H 0.23 -7.33 -2.26
H -2.92 6.29 -2.58
H -2.00 2.42 -4.57
H 0.42 5.18 3.15
H -1.41 -3.46 -1.48
H 2.17 -2.82 -2.18
H -0.05 -1.86 -3.03
H 1.21 7.24 1.99
H -3.24 -3.94 4.19
H -0.39 5.32 0.22
H -1.24 -1.75 -5.18
H -0.40 2.85 3.20
H -4.39 -3.12 0.26
H -4.33 -1.77 4.31
H 3.83 -2.22 -0.31
H 1.93 1.22 -3.37
H 0.75 7.51 0.32
H -3.68 -2.81 1.85
H -4.21 6.20 -1.39
H -1.19 5.07 2.51
H 2.15 -6.81 -0.79
H -0.14 2.96 -0.52
H -2.24 0.37 -5.94
H -3.17 -0.17 -2.18
H -1.54 -5.64 -2.61
H -0.74 2.35 -2.46
H -2.59 6.67 -0.89
H -4.30 0.66 3.91
H 6.83 -3.38 -3.94
H -2.67 -1.86 -2.07
H 5.92 -1.91 -1.72
H 1.05 2.99 2.24
H -4.94 0.03 1.72
H 4.17 3.12 0.61
H -4.21 4.27 0.32
H -0.05 0.51 3.39
H 2.30 -4.64 0.35
H 1.28 5.08 0.71
H -3.30 2.31 1.35
H 2.34 -4.22 4.41
H -3.07 2.04 -0.37
H 7.20 -4.01 -2.31
H -2.64 4.82 0.85
H -2.67 -3.43 0.54
H 3.91 2.64 -3.64
H -0.11 -1.95 3.71
H 4.91 -1.52 -3.11
H 6.58 -5.13 -3.57
H 3.96 -0.61 -1.00
H -0.49 7.45 1.57
H 3.65 -0.26 3.46
H 2.34 -1.17 -2.78
H 2.18 1.71 0.89
H -5.59 -0.83 0.30
H 1.07 -4.33 2.32
H -1.55 -4.07 3.67
H 5.04 3.59 -1.66
H -1.94 -3.67 5.34
H -3.36 3.90 -1.97
H -4.92 0.81 0.12
H -4.38 -1.44 -1.86
H 3.61 -2.19 5.01
H -1.75 4.38 -1.48
*
```

Frontier orbital gap (spin up / spin down) (eV): 7.65 / 3.22
Energy above the lowest of the compared OMol25 structures with the same formula, charge and spin (kcal/mol): 14.2
DFT total energy (eV): -222677.66158
⟨S²⟩: 4.062